24
Properties=species:S:1:pos:R:3:mulliken_charge:R:1 method="wB97M-V/def2-TZVPD" homo_ev="0.054 / 0.055" relative_energy_kcal_mol=28.2 orbital_gap_ha="0.084 / 0.084" max_force_ev_per_a=4.07 charge=-1
C -1.28 1.78 -3.72 -3.044
Cd 0.38 -0.79 -1.23 -0.064
N 1.74 -1.59 -2.95 -1.051
H -2.00 3.02 -5.18 4.253
H 2.45 -0.90 -3.20 0.373
H -1.73 2.49 -4.39 -2.897
H -1.23 0.80 -4.19 0.222
H -0.28 2.13 -3.45 0.224
H -1.90 1.71 -2.82 0.276
H 2.20 -2.44 -2.63 0.347
H 1.16 -1.79 -3.76 0.383
C -1.10 -1.73 3.39 -0.952
N -0.26 -0.58 3.02 0.489
C 0.00 0.54 3.78 -0.090
C 0.85 1.32 3.07 -0.613
N 1.11 0.65 1.89 0.197
C 0.47 -0.56 1.88 -0.975
S 0.73 -1.93 0.89 -0.200
H -1.86 -1.90 2.62 0.334
H -0.49 -2.64 3.47 0.353
H -1.57 -1.50 4.34 0.275
H -0.44 0.67 4.75 0.383
H 1.29 2.27 3.29 0.407
H 1.74 0.94 1.15 0.371